Computed, not measured: a cluster of 2 separate species, C2H3ClO2S in total in a non-equilibrium geometry, with wB97M-V/def2-TZVPD.

Its spin multiplicity is 1. The calculation puts the electronic energy at -29570.4124 eV.

CARTESIAN COORDINATES (ANGSTROEM)
Cl 0.924 2.170 0.076
S 0.779 -0.865 0.010
O 0.635 -2.025 0.855
O 1.885 -0.621 -0.834
C -0.621 0.048 -0.617
C 0.062 0.689 0.608
H -1.066 0.479 -1.450
H -0.638 0.763 1.488
H -1.958 -0.637 -0.136

=====

Computed, not measured: a structure of composition C48H96O36 in a non-equilibrium geometry, with wB97M-V/def2-TZVPD.

Its spin multiplicity is 1. The calculation puts the electronic energy at -124996.3497 eV.

CARTESIAN COORDINATES (ANGSTROEM)
O -1.182 6.155 1.300
O -3.222 -2.253 0.053
O 0.803 -1.940 3.472
O 4.672 0.278 2.541
O 5.246 -1.675 2.884
O -1.805 3.722 -1.956
O 0.687 -6.031 -1.388
O 1.641 -0.059 0.553
O 1.775 0.758 -4.299
O -0.501 4.465 2.463
O -2.866 1.798 -1.120
O 0.605 3.611 0.558
O -4.977 1.116 0.016
O -3.313 -0.663 4.066
O -5.139 -0.790 2.615
O 6.416 -3.709 -2.054
O -2.954 -3.062 -1.900
O 0.350 -0.975 -3.701
O 1.349 5.678 0.147
O -1.789 -4.049 -0.255
O -0.062 0.939 1.321
O 5.820 -2.193 -0.452
O -0.387 -0.870 -0.060
O 3.967 -1.483 1.133
O 1.809 -4.432 -0.458
O 2.510 4.023 1.325
O -5.319 0.332 -2.093
O 2.161 -4.696 -2.749
O 0.603 -3.600 2.309
O -4.493 1.086 3.845
O -5.591 2.584 -1.405
O 7.948 -2.268 -0.917
O 0.466 -0.325 -5.837
O -1.295 -2.364 2.558
O -3.615 3.740 -0.550
O -2.652 5.312 2.763
C -3.108 -2.102 4.080
C -0.366 -6.427 -3.612
C 1.608 -5.045 -1.659
C -1.581 5.300 2.183
C -4.864 -0.135 0.516
C -2.087 0.900 -1.841
C -2.388 -3.784 -2.885
C -1.401 1.395 1.192
C -0.646 3.262 3.196
C 9.216 -2.717 -1.516
C 1.271 0.373 4.259
C 3.746 4.447 1.015
C 6.722 -2.800 -1.217
C 2.581 -3.211 -0.429
C 4.393 -2.227 -0.764
C 4.610 -1.002 2.087
C -0.086 -2.642 2.774
C -5.228 1.277 -1.239
C -7.425 3.970 -2.409
C -6.133 3.184 -2.670
C 5.658 -2.997 2.676
C 4.041 1.326 1.750
C 4.825 3.777 1.792
C 10.366 -1.985 -0.787
C -0.949 -3.462 -3.281
C -2.968 -2.117 1.438
C 1.467 4.606 0.665
C 0.900 -1.105 -8.021
C -2.132 7.211 0.856
C 0.394 -7.075 -2.381
C 0.035 -4.509 1.406
C -3.946 5.139 -0.721
C -2.447 0.488 1.726
C 1.259 -0.018 -7.018
C 0.407 -0.902 4.433
C 0.826 -1.023 -2.294
C 0.660 2.420 3.203
C -4.420 -0.183 3.440
C 0.280 -0.067 0.554
C -5.029 1.999 2.838
C 2.610 1.595 2.269
C -2.656 3.193 -1.239
C -2.733 -0.469 -1.678
C -0.544 3.701 -0.286
C -5.126 3.410 3.338
C -2.570 -3.221 -0.649
C 0.902 -0.111 -4.578
C 2.444 -0.922 -0.233
H -5.666 3.405 4.285
H 4.255 -2.671 -1.750
H -3.772 5.789 0.136
H -1.487 7.986 0.442
H -3.857 -2.547 4.735
H -1.338 -6.022 -3.330
H -2.831 0.824 2.689
H 2.349 -1.916 0.204
H -7.855 4.341 -3.339
H -1.595 1.682 0.158
H 1.153 -0.055 -1.916
H 3.510 -0.726 -0.351
H 1.961 -2.428 -0.865
H 2.899 -2.938 0.577
H -0.651 4.744 -0.583
H -2.137 -2.310 4.531
H 0.145 -5.539 -3.983
H 2.547 2.070 3.249
H -1.013 0.932 -1.659
H 10.309 -0.901 -0.884
H -0.961 -2.397 -3.510
H -6.274 2.524 -3.526
H 0.815 2.156 2.157
H 2.041 0.665 2.259
H -0.205 -3.912 -2.624
H -0.296 3.028 -1.106
H 2.302 -0.315 -6.907
H -0.665 -0.702 4.414
H 1.477 -1.062 -8.945
H -2.401 -1.153 -2.459
H -1.579 2.816 2.852
H 11.247 -2.485 -1.192
H -1.918 -2.079 1.730
H 1.685 -1.694 -2.300
H 5.869 -3.471 3.635
H -3.405 5.612 -1.541
H -2.566 -4.830 -2.636
H -4.298 -0.167 1.447
H -2.142 1.238 -2.875
H 1.288 -7.577 -2.751
H 3.903 4.310 -0.055
H -2.530 -0.776 -0.652
H 2.334 0.154 4.354
H -1.488 2.290 1.808
H 9.251 -2.383 -2.553
H 0.683 1.545 3.852
H 0.284 -4.196 0.392
H -4.485 1.924 1.896
H 5.355 3.048 1.179
H -3.801 -0.396 -1.881
H -3.535 -2.882 1.968
H -3.039 -3.559 -3.730
H -5.757 4.033 2.704
H -5.401 3.921 -3.001
H -0.101 -1.172 -8.446
H -0.241 -7.860 -1.970
H 10.376 -2.122 0.294
H 3.478 -3.168 -1.048
H -3.085 -2.665 3.147
H 3.787 -2.851 -0.108
H 2.038 -0.942 -1.245
H -2.079 -0.530 1.854
H 3.735 5.523 1.189
H 9.395 -3.791 -1.544
H 0.617 -1.285 5.431
H -0.006 -1.320 -1.655
H 5.546 4.467 2.228
H 6.606 -3.001 2.138
H 4.937 -3.534 2.060
H 1.009 1.044 5.077
H -4.371 -0.683 -0.287
H -8.273 3.441 -1.974
H -0.657 3.543 4.249
H -5.009 5.175 -0.960
H 1.211 -2.043 -7.560
H 1.155 0.736 3.238
H -0.813 -3.758 -4.322
H 1.964 2.213 1.646
H 4.760 2.144 1.795
H -2.716 7.471 1.738
H -3.313 0.259 1.104
H 1.383 1.015 -7.345
H -1.046 -4.631 1.474
H -6.051 1.659 2.672
H 4.431 3.236 2.652
H -2.664 6.947 -0.058
H -4.193 3.970 3.391
H -3.394 -1.172 1.777
H 4.016 1.044 0.697
H 0.386 -5.524 1.589
H -7.137 4.822 -1.793
H 1.495 3.100 3.375
H -0.639 -7.146 -4.385
H -1.483 3.346 0.139
H -5.814 -0.569 0.827
H 3.994 -1.215 -0.830

=====

Computed, not measured: a cluster of 2 separate species, CH2N2O3P in total in a non-equilibrium geometry, with wB97M-V/def2-TZVPD.

Its spin multiplicity is 1. The total charge is -1. The calculation puts the electronic energy at -19478.2090 eV.

CARTESIAN COORDINATES (ANGSTROEM)
P 1.825 0.200 -0.227
O 0.132 2.130 -0.972
O 1.588 -1.374 -0.669
O 3.258 0.459 -0.089
N 0.361 0.162 2.348
N 0.516 -2.150 -0.820
C 0.997 0.171 1.391
H -0.599 1.792 -0.455
H -0.145 -1.966 -0.050

=====

Which value of spin multiplicity does entry 2 give? 1

=====

Look up the electronic energy of the first one. -29570.4124 eV

=====

spin multiplicity of number 2 (C48H96O36)? 1

=====

spin multiplicity of number 2 (C48H96O36)? 1